Entry 1:
{
  "formula": "C22H43ClNO5",
  "method": "ωB97M-V/def2-TZVPD",
  "de_lowest_kcal_mol": 45.3,
  "largest_force_ev_per_a": 4.82,
  "e_homo_ev": -2.235,
  "homo_lumo_gap_ha": 0.1807,
  "charge": -1,
  "e_lumo_ev": 2.7,
  "elements": ["Cl", "C", "C", "C", "N", "C", "C", "C", "O", "H", "H", "H", "H", "H", "H", "H", "H", "H", "H", "H", "C", "C", "C", "O", "C", "H", "H", "H", "H", "H", "H", "H", "H", "C", "C", "C", "O", "C", "H", "H", "H", "H", "H", "H", "H", "H", "C", "C", "C", "O", "C", "H", "H", "H", "H", "H", "H", "H", "H", "C", "C", "C", "O", "C", "H", "H", "H", "H", "H", "H", "H", "H"],
  "coordinates": [[0.75110, -0.69342, 0.93526], [0.65252, 0.03016, -0.78640], [0.31778, 1.55567, -0.62663], [-0.79544, 2.14193, -1.59320], [-1.45754, 1.17937, -2.48001], [-2.82394, 0.93400, -2.04028], [-2.73672, 0.20198, -0.52358], [-4.15491, 0.33007, 0.38927], [-2.75745, 1.12484, 0.61383], [1.68717, -0.14354, -1.20122], [-0.11751, -0.58399, -1.30652], [1.28168, 2.13220, -0.83940], [0.09984, 1.76215, 0.46247], [-0.30575, 2.93088, -2.25068], [-1.57906, 2.66945, -0.96223], [-3.40307, 1.88248, -1.83168], [-3.36061, 0.19874, -2.69498], [-2.14379, -0.79324, -0.44844], [-4.58828, 1.22495, 0.89906], [-4.68106, 0.60657, -0.61204], [3.25520, -3.33402, 3.05843], [4.20264, -3.18564, 4.23294], [5.55933, -3.26534, 3.55551], [5.39532, -2.72892, 2.23853], [3.99162, -2.58405, 1.96564], [2.25668, -2.93886, 3.24532], [3.16020, -4.39072, 2.78920], [4.07163, -2.20155, 4.69306], [4.06779, -3.94388, 5.00572], [5.89435, -4.30436, 3.45710], [6.32874, -2.70097, 4.08741], [3.75259, -1.51658, 1.98778], [3.76970, -2.96899, 0.96916], [-6.72704, -0.58574, 4.63825], [-7.87484, -1.20491, 3.86673], [-7.83543, -0.42210, 2.56651], [-6.47014, -0.05734, 2.34486], [-5.71856, -0.31531, 3.53559], [-6.33218, -1.22561, 5.42873], [-7.04947, 0.35769, 5.09073], [-7.66512, -2.26145, 3.67359], [-8.83718, -1.13637, 4.37708], [-8.42349, 0.50039, 2.63939], [-8.20181, -1.00170, 1.71629], [-5.08673, -1.18987, 3.35087], [-5.07433, 0.53760, 3.75402], [3.26572, 6.20132, -1.07064], [4.42962, 5.34318, -1.52288], [3.95704, 3.95088, -1.14544], [2.52853, 3.95729, -1.24572], [2.07821, 5.30991, -1.38573], [3.21407, 7.17076, -1.56827], [3.32848, 6.37353, 0.00840], [4.54577, 5.41728, -2.60861], [5.38048, 5.61072, -1.05954], [4.22080, 3.70820, -0.11015], [4.36592, 3.17736, -1.79876], [1.74185, 5.44686, -2.41906], [1.23222, 5.48483, -0.71902], [1.61416, -2.19832, -5.00665], [2.68652, -3.07254, -4.38471], [2.06467, -3.42351, -3.04555], [0.64637, -3.44216, -3.24018], [0.34228, -2.86428, -4.51570], [1.67087, -2.13929, -6.09449], [1.68291, -1.18320, -4.60486], [2.82165, -3.97891, -4.98409], [3.65532, -2.58027, -4.28870], [2.29013, -2.66164, -2.29150], [2.39570, -4.39436, -2.66969], [0.03318, -3.67408, -5.18745], [-0.48682, -2.16224, -4.41200]]
}

=====

Entry 2:
{
  "formula": "C35H42F3N2O4PSi",
  "method": "ωB97M-V/def2-TZVPD",
  "largest_force_ev_per_a": 0.92,
  "e_homo_ev": -8.183,
  "smiles": "CCNC1=CC(=O)c2c(CCF)c(CC)c(P(C)C)c(C(F)(F)CC[Si](C)(C)c3ccccc3)c2C1=O.O=[N+]([O-])c1ccccc1",
  "homo_lumo_gap_ha": 0.2743,
  "e_lumo_ev": -0.7,
  "elements": ["C", "C", "N", "C", "C", "C", "O", "C", "C", "C", "C", "F", "C", "C", "C", "C", "P", "C", "C", "C", "C", "F", "F", "C", "C", "Si", "C", "C", "C", "C", "C", "C", "C", "C", "C", "C", "O", "H", "H", "H", "H", "H", "H", "H", "H", "H", "H", "H", "H", "H", "H", "H", "H", "H", "H", "H", "H", "H", "H", "H", "H", "H", "H", "H", "H", "H", "H", "H", "H", "H", "H", "H", "H", "H", "O", "N", "O", "C", "C", "C", "C", "C", "C", "H", "H", "H", "H", "H"],
  "coordinates": [[1.72687, 4.14665, 1.64726], [2.20249, 2.72135, 1.94258], [1.58044, 2.07024, 3.10442], [0.32206, 1.48374, 2.80912], [-0.83219, 2.11519, 2.59019], [-2.02174, 1.27818, 2.31727], [-3.11986, 1.58109, 2.72813], [-1.75585, 0.06432, 1.48163], [-2.64629, -0.32371, 0.48047], [-3.96787, 0.38997, 0.30838], [-5.08795, -0.22609, 1.17016], [-4.68586, -1.43684, 1.74110], [-2.27438, -1.37707, -0.37292], [-3.26013, -1.75108, -1.45881], [-3.27648, -0.78966, -2.66736], [-1.03232, -2.06282, -0.18730], [-0.45231, -3.42075, -1.33861], [-0.69300, -2.81355, -3.05171], [-1.72457, -4.73731, -1.14916], [-0.21637, -1.72825, 0.92432], [1.08118, -2.46882, 1.25168], [1.18390, -2.62025, 2.61279], [1.03202, -3.76235, 0.79685], [2.33876, -1.78331, 0.76685], [2.43301, -1.57737, -0.75280], [3.51381, -2.81191, -1.66800], [3.37940, -4.55342, -1.00206], [2.98475, -2.86171, -3.48025], [5.31659, -2.27172, -1.60986], [6.29612, -3.16251, -2.07233], [7.64425, -2.81575, -2.08960], [8.04470, -1.55907, -1.64549], [7.09198, -0.65936, -1.17738], [5.74558, -1.01436, -1.16456], [-0.56418, -0.63555, 1.72497], [0.25170, -0.02745, 2.85302], [0.72141, -0.58630, 3.80126], [0.89646, 4.17409, 0.94154], [2.53776, 4.73472, 1.21818], [1.42159, 4.64741, 2.56702], [2.06251, 2.08586, 1.06837], [3.27666, 2.74732, 2.13449], [1.46143, 2.74909, 3.84670], [-0.94384, 3.19159, 2.63461], [-4.27847, 0.34607, -0.72607], [-3.84675, 1.42189, 0.61889], [-5.34511, 0.43537, 1.99376], [-5.96287, -0.45817, 0.56437], [-4.25473, -1.74611, -1.00910], [-3.10226, -2.76966, -1.78664], [-3.98431, 0.02561, -2.53817], [-2.29959, -0.33509, -2.81707], [-3.52941, -1.32610, -3.57929], [-1.70019, -2.95490, -3.44278], [-0.46962, -1.75055, -3.11369], [-0.00015, -3.34511, -3.70074], [-2.35519, -4.58270, -0.27630], [-2.34411, -4.81388, -2.04413], [-1.19314, -5.68019, -1.03467], [2.39459, -0.82971, 1.29527], [3.14979, -2.40286, 1.15784], [1.43816, -1.53500, -1.19876], [2.87039, -0.59013, -0.92767], [4.11410, -5.20892, -1.46988], [3.52109, -4.58628, 0.07855], [2.37864, -4.93897, -1.20179], [2.25194, -3.66308, -3.59168], [2.57148, -1.91805, -3.83090], [3.84938, -3.12832, -4.08993], [6.00897, -4.14500, -2.43044], [8.37144, -3.52794, -2.45779], [9.09249, -1.29140, -1.66244], [7.40255, 0.31879, -0.83447], [5.01852, -0.30070, -0.79401], [-4.13627, 7.05130, -1.35797], [-4.34634, 5.96724, -0.85523], [-4.66394, 4.96894, -1.47015], [-4.20395, 5.85141, 0.60769], [-3.86699, 6.97583, 1.33759], [-3.74100, 6.85611, 2.71271], [-3.94955, 5.62862, 3.32967], [-4.28549, 4.51135, 2.57525], [-4.41633, 4.62107, 1.20036], [-3.70651, 7.92056, 0.84081], [-3.47938, 7.72402, 3.30230], [-3.84872, 5.54088, 4.40339], [-4.43794, 3.55582, 3.05234], [-4.67742, 3.76547, 0.59577]]
}

=====

Entry 3:
{
  "formula": "C5H9NO",
  "method": "ωB97M-V/def2-TZVPD",
  "de_lowest_kcal_mol": 24.8,
  "largest_force_ev_per_a": 0.69,
  "e_homo_ev": -10.782,
  "smiles": "CC[C@@H](O)CC#N",
  "homo_lumo_gap_ha": 0.4223,
  "e_lumo_ev": 0.7,
  "elements": ["C", "C", "C", "O", "C", "C", "N", "H", "H", "H", "H", "H", "H", "H", "H", "H"],
  "coordinates": [[2.14976, -0.07671, 0.07344], [0.74239, 0.05448, 0.66413], [-0.35585, -0.16364, -0.37789], [-0.27015, -1.46152, -0.93695], [-1.80060, -0.07726, 0.18732], [-2.27413, 1.29440, 0.12342], [-2.60380, 2.39140, 0.01444], [2.34147, 0.66709, -0.71125], [2.91292, 0.06538, 0.84528], [2.30282, -1.07204, -0.35729], [0.62279, 1.04247, 1.13073], [0.59743, -0.70184, 1.44293], [-0.22550, 0.62581, -1.14478], [0.24033, -1.44458, -1.74296], [-1.91531, -0.44667, 1.21589], [-2.46458, -0.69677, -0.42645]]
}

=====

Entry 4:
{
  "formula": "C12H15N3O4PdS",
  "method": "ωB97M-V/def2-TZVPD",
  "de_lowest_kcal_mol": 2.0,
  "largest_force_ev_per_a": 0.16,
  "e_homo_ev": -8.768,
  "homo_lumo_gap_ha": 0.3158,
  "e_lumo_ev": -0.2,
  "elements": ["Pd", "O", "C", "O", "C", "C", "C", "C", "C", "N", "C", "O", "O", "H", "H", "H", "C", "N", "C", "C", "S", "N", "C", "C", "H", "H", "H", "H", "H", "H", "H", "H", "H", "H", "H", "H"],
  "coordinates": [[0.10869, -0.00370, -0.11412], [0.98499, -2.49124, 2.90718], [0.58852, -1.67334, 2.10778], [1.08507, -1.43697, 0.92543], [-0.63870, -0.83154, 2.44731], [-1.40513, -0.86828, 3.59743], [-2.51271, -0.02838, 3.67094], [-2.84920, 0.81606, 2.61494], [-2.03953, 0.80517, 1.49598], [-0.98524, 0.00056, 1.47628], [-2.21139, 1.59596, 0.20551], [-3.17092, 2.32356, 0.06436], [-1.27372, 1.38520, -0.67465], [-1.13343, -1.54177, 4.39748], [-3.12847, -0.03712, 4.56092], [-3.71276, 1.46469, 2.64457], [-0.12023, 2.07276, -3.46421], [-0.69832, 0.73146, -3.48356], [-2.15836, 0.72676, -3.57492], [-0.01702, -0.32242, -3.02313], [1.43358, -0.11274, -2.08744], [-0.46757, -1.55694, -3.29507], [-1.21093, -1.86762, -4.51110], [0.04859, -2.73123, -2.59620], [-0.62316, 2.65867, -4.23332], [0.94177, 2.02997, -3.68017], [-0.27799, 2.53782, -2.49110], [-2.52848, 1.56908, -2.99176], [-2.55952, -0.18052, -3.13239], [-2.50110, 0.81656, -4.60697], [-1.21721, -1.01458, -5.18238], [-2.23818, -2.16503, -4.29409], [-0.71001, -2.69606, -5.01395], [0.26255, -2.49891, -1.55723], [0.96172, -3.09839, -3.06810], [-0.71622, -3.50596, -2.64361]]
}

=====

Entry 5:
{
  "formula": "C4H9N2O2",
  "method": "ωB97M-V/def2-TZVPD",
  "de_lowest_kcal_mol": 7.7,
  "largest_force_ev_per_a": 1.51,
  "e_homo_ev": -3.962,
  "smiles": "NCCCNC(=O)[O-]",
  "homo_lumo_gap_ha": 0.2833,
  "charge": -1,
  "e_lumo_ev": 3.7,
  "elements": ["N", "C", "C", "C", "N", "C", "O", "O", "H", "H", "H", "H", "H", "H", "H", "H", "H"],
  "coordinates": [[1.97473, -1.25526, -1.17503], [1.00997, -1.21397, -0.04672], [0.83657, 0.19393, 0.50051], [-0.21437, 1.01607, -0.29436], [-1.57645, 0.53724, -0.16057], [-2.35319, 0.94220, 0.97442], [-2.01917, 2.00153, 1.54124], [-3.26287, 0.13210, 1.28754], [2.14833, -0.35329, -1.59385], [1.75560, -1.97274, -1.85030], [1.46181, -1.83931, 0.71922], [0.04202, -1.58354, -0.37842], [1.75484, 0.78124, 0.53957], [0.41770, 0.08024, 1.50554], [-0.27935, 2.00659, 0.16231], [0.05655, 0.95711, -1.34549], [-1.75272, -0.43014, -0.38561]]
}

=====

Entry 6:
{
  "formula": "C26H19MnN5S2Te",
  "method": "ωB97M-V/def2-TZVPD",
  "de_lowest_kcal_mol": 25.9,
  "largest_force_ev_per_a": 1.62,
  "e_homo_ev": [-9.005, -9.084],
  "homo_lumo_gap_ha": [0.1821, 0.1902],
  "charge": 1,
  "e_lumo_ev": [-4.0, -3.9],
  "s2": 6.125,
  "multiplicity": 5,
  "elements": ["Mn", "C", "C", "N", "C", "C", "C", "C", "C", "C", "C", "N", "C", "C", "C", "C", "C", "C", "C", "C", "N", "C", "H", "H", "H", "H", "H", "H", "H", "H", "H", "H", "H", "H", "Te", "C", "C", "C", "C", "S", "H", "H", "H", "S", "C", "N", "C", "C", "C", "N", "H", "H", "H", "H"],
  "coordinates": [[0.18474, -0.07361, 0.29949], [-0.89550, 3.42396, 2.47247], [-0.38948, 2.16823, 2.13402], [-0.50065, 1.64746, 0.92036], [-1.09457, 2.39088, -0.05245], [-1.57122, 3.70128, 0.18999], [-1.48155, 4.20067, 1.50568], [-2.10485, 4.43463, -0.88728], [-2.16264, 3.86223, -2.13233], [-1.73059, 2.55515, -2.36901], [-1.19011, 1.77951, -1.34751], [-0.71315, 0.48681, -1.34795], [-0.50346, -0.36132, -2.41670], [-0.79244, -0.20926, -3.76730], [-0.48128, -1.21279, -4.68714], [0.09996, -2.39474, -4.30767], [0.40470, -2.61489, -2.95051], [0.97398, -3.80676, -2.45502], [1.21138, -3.92259, -1.10952], [0.94153, -2.84578, -0.26305], [0.41950, -1.70631, -0.69407], [0.11630, -1.59142, -2.01850], [-0.80375, 3.76498, 3.49018], [0.13142, 1.56712, 2.87329], [-1.87348, 5.18112, 1.72775], [-2.44947, 5.44178, -0.71611], [-2.55944, 4.42763, -2.96444], [-1.84067, 2.17553, -3.36750], [-1.26449, 0.67599, -4.14997], [-0.71924, -1.04490, -5.72795], [0.32845, -3.16398, -5.02752], [1.20150, -4.60881, -3.14060], [1.61797, -4.82683, -0.68521], [1.17095, -2.91342, 0.79602], [2.25424, 1.19115, -0.81713], [4.11120, 1.30327, 0.13361], [5.07057, 2.25216, -0.10261], [6.23796, 2.05722, 0.65106], [6.16980, 0.95609, 1.45091], [4.66554, 0.14805, 1.29943], [4.91633, 3.05873, -0.79636], [7.09444, 2.70356, 0.60493], [6.91478, 0.56283, 2.11530], [-0.38231, -1.02485, 2.33782], [-1.56772, -2.12175, 2.79922], [-2.41169, -1.69708, 3.81429], [-3.41124, -2.47628, 4.27193], [-3.58050, -3.72327, 3.74634], [-2.65848, -4.12000, 2.74839], [-1.70120, -3.34601, 2.30413], [-2.25432, -0.76966, 4.18829], [-4.05128, -2.06851, 5.04093], [-4.37480, -4.36889, 4.07744], [-2.72169, -5.10433, 2.30816]]
}